{"formula": "C18H42O8", "method": "the ωB97M-V functional and the def2-TZVPD basis", "e_above_lowest_kcal_mol": 27.7, "homo_ev": -9.7, "charge": 0, "orbital_gap_ev": 9.957, "symbols": ["C", "C", "C", "O", "H", "H", "H", "H", "H", "H", "C", "C", "C", "O", "H", "H", "H", "H", "H", "H", "C", "C", "C", "O", "H", "H", "H", "H", "H", "H", "C", "C", "C", "O", "H", "H", "H", "H", "H", "H", "C", "C", "C", "O", "H", "H", "H", "H", "H", "H", "C", "O", "H", "H", "H", "H", "C", "O", "H", "H", "H", "H", "C", "O", "H", "H", "H", "H"], "positions_angstrom": [[-2.29041, 9.27702, 23.89621], [-2.46052, 10.74374, 23.55091], [-2.65300, 11.79756, 24.69602], [-2.46359, 11.01218, 22.35165], [-3.15920, 8.94283, 24.46333], [-1.37859, 8.93479, 24.38564], [-2.25222, 8.71561, 22.96269], [-2.14788, 12.73826, 24.47688], [-2.26357, 11.38747, 25.62783], [-3.72033, 11.88167, 24.90057], [-3.99869, 10.95680, 16.55824], [-3.82591, 12.43609, 16.48373], [-3.35214, 13.24285, 17.65435], [-4.12192, 13.04300, 15.42437], [-3.88699, 10.71594, 15.50107], [-5.04253, 10.75202, 16.79613], [-3.18472, 10.35406, 16.96104], [-3.95418, 13.11957, 18.55460], [-3.12465, 14.27614, 17.39232], [-2.33969, 13.01988, 17.99100], [-4.06904, 5.82412, 15.15436], [-4.36625, 4.46499, 15.66322], [-5.63468, 3.78455, 15.32577], [-3.45595, 3.83838, 16.27711], [-4.97429, 6.38967, 14.93352], [-3.31002, 5.75885, 14.37478], [-3.63290, 6.39193, 15.97623], [-6.49389, 4.36287, 15.66546], [-5.60118, 2.75540, 15.68334], [-5.67692, 3.78015, 14.23661], [6.18261, 6.30749, 24.17553], [5.88596, 7.70867, 23.72148], [4.37284, 7.91105, 23.48370], [6.72440, 8.60289, 23.69646], [5.47001, 5.88557, 24.88424], [7.06642, 6.33356, 24.81296], [6.30348, 5.61031, 23.34642], [4.02060, 8.51275, 24.32155], [3.75416, 7.03354, 23.67165], [4.22934, 8.50672, 22.58222], [4.07292, 12.10131, 17.54777], [2.97034, 11.16051, 18.14964], [1.54134, 11.69391, 18.14376], [3.33881, 10.10852, 18.61902], [4.96401, 11.47720, 17.48034], [4.22571, 12.85781, 18.31749], [3.99995, 12.40812, 16.50439], [1.64575, 12.76522, 18.31550], [0.93888, 11.20739, 18.91086], [1.15693, 11.47509, 17.14755], [-0.09934, 6.94456, 19.29148], [0.70593, 7.13820, 20.38966], [-0.22838, 5.91602, 18.95449], [-1.07132, 7.37335, 19.53544], [0.34855, 7.20185, 18.33164], [1.47563, 7.64902, 20.12848], [-0.17659, 3.88538, 24.04890], [0.17547, 3.93716, 22.68141], [-0.15589, 2.86333, 24.42717], [0.45231, 4.64884, 24.50685], [-1.17922, 4.25445, 24.26486], [0.26147, 4.87809, 22.51151], [3.45885, 3.74008, 15.86432], [3.92369, 4.27440, 14.63720], [3.59862, 2.66648, 15.99054], [4.05498, 4.01677, 16.73390], [2.43111, 4.09673, 15.93255], [4.81227, 4.57644, 14.83920]], "forces_ev_per_a": [[-0.2, -0.5, -0.3], [0.5, 0.3, -1.1], [0.3, -1.5, -0.6], [-0.1, 0.5, 1.8], [0.1, -0.1, 0.2], [0.0, 0.7, 0.6], [-0.3, 0.2, -0.1], [-0.4, 0.0, -0.2], [0.3, 0.0, -0.1], [-0.1, 0.4, -0.4], [0.4, -0.1, -1.9], [-0.4, 2.5, -2.1], [1.2, 0.4, 0.4], [0.7, -1.7, 2.6], [-0.5, -0.3, -0.2], [0.3, -0.4, 0.6], [-0.5, 0.3, 1.1], [-0.3, 0.2, -0.2], [-1.1, 0.2, -0.2], [0.1, -1.1, 0.0], [-0.3, 0.9, 0.9], [3.4, -2.5, 1.8], [-0.1, -0.1, -0.3], [-2.6, 1.7, -1.5], [0.1, -0.1, -0.8], [-0.4, 0.2, -0.2], [0.3, -0.1, 0.1], [-0.1, -0.2, 0.1], [-0.3, 0.2, 0.1], [-0.2, -0.1, -0.2], [1.1, -0.2, 1.0], [-0.5, 0.5, 0.7], [0.8, 0.9, 0.6], [-1.4, -1.4, -0.3], [-0.7, 0.2, -0.4], [0.5, -0.1, -0.6], [0.0, 0.1, 0.0], [0.3, 0.6, 0.1], [0.3, -0.3, -1.0], [-0.4, -0.4, -0.1], [0.0, -1.7, 0.4], [1.0, 0.5, -0.7], [1.1, -0.5, 0.3], [-0.8, 0.1, 0.1], [0.1, 0.0, 0.5], [0.1, 0.5, -0.5], [-0.9, 0.7, 0.3], [-0.5, 0.0, -0.2], [0.0, 0.1, -0.1], [-0.2, 0.3, 0.0], [-0.8, -0.7, -1.6], [1.3, -0.1, 1.0], [-0.3, -0.8, 1.2], [-0.1, 0.1, -0.7], [0.0, 1.5, 0.1], [0.1, 0.0, 0.1], [-0.3, 0.9, 0.0], [-0.4, -0.3, -0.2], [0.6, 0.2, 0.0], [0.4, -0.7, 1.0], [-0.5, -0.1, -0.4], [0.1, 0.0, -0.6], [-0.1, -0.1, 0.5], [0.7, -0.1, 0.3], [-0.7, -0.4, -0.9], [-0.1, 1.1, 0.0], [0.0, -0.5, 0.5], [0.1, 0.1, -0.5]]}

***

{"formula": "C21H22N4O3S", "method": "the ωB97M-V functional and the def2-TZVPD basis", "e_above_lowest_kcal_mol": 62.5, "homo_ev": -8.2, "charge": 0, "orbital_gap_ev": 8.375, "symbols": ["C", "C", "O", "C", "C", "C", "C", "N", "C", "C", "O", "N", "C", "C", "C", "C", "C", "C", "C", "C", "C", "O", "C", "C", "S", "N", "N", "C", "C", "H", "H", "H", "H", "H", "H", "H", "H", "H", "H", "H", "H", "H", "H", "H", "H", "H", "H", "H", "H", "H", "H"], "positions_angstrom": [[6.16799, 1.47938, -3.08617], [5.79307, 0.12301, -3.67662], [4.46559, 0.08923, -4.16259], [3.42673, -0.02851, -3.29702], [3.52955, -0.20223, -1.91981], [2.38821, -0.32629, -1.14934], [1.13266, -0.29261, -1.73632], [-0.03489, -0.41166, -0.94361], [-0.90353, 0.74291, -0.80558], [-0.67060, 1.36418, 0.58295], [0.44797, 1.61330, 0.97922], [-1.79479, 1.63262, 1.27124], [-1.76504, 2.03277, 2.65963], [-2.20568, 0.87846, 3.57344], [-3.63930, 0.51827, 3.30505], [-3.95339, -0.47067, 2.37927], [-5.27527, -0.76562, 2.09141], [-6.29666, -0.07716, 2.72351], [-5.99135, 0.90847, 3.64705], [-4.67075, 1.20544, 3.93306], [-0.24965, -1.42478, -0.07869], [-1.14155, -1.39670, 0.75669], [0.61854, -2.61525, -0.24102], [0.94383, -3.49186, 0.77099], [1.90907, -4.72889, 0.11530], [1.80702, -4.04808, -1.40168], [1.13320, -2.99646, -1.42860], [1.02323, -0.10667, -3.10972], [2.15704, 0.02381, -3.87891], [6.02960, 2.25637, -3.83369], [7.20940, 1.46880, -2.77646], [5.54553, 1.71660, -2.22700], [6.40778, -0.07898, -4.55846], [5.95985, -0.68139, -2.95008], [4.48880, -0.23930, -1.42880], [2.47047, -0.43338, -0.07799], [-1.94503, 0.43206, -0.92435], [-0.63598, 1.47039, -1.57270], [-2.66924, 1.23819, 0.95713], [-0.73766, 2.32640, 2.88372], [-2.42822, 2.89333, 2.79560], [-2.07830, 1.18727, 4.61203], [-1.56304, 0.01942, 3.37598], [-3.15707, -1.01463, 1.89186], [-5.50827, -1.53791, 1.37257], [-7.32774, -0.30956, 2.50049], [-6.78451, 1.44644, 4.14593], [-4.43630, 1.97495, 4.65555], [0.66920, -3.44547, 1.80367], [0.04797, -0.07771, -3.57152], [2.09155, 0.15974, -4.94658]], "forces_ev_per_a": [[-0.2, -0.3, -0.2], [0.4, 0.2, 0.2], [-0.2, 0.0, -0.1], [-0.3, 0.0, 0.1], [0.3, -0.1, -0.2], [-0.4, 0.2, -0.1], [0.6, 0.3, -0.2], [-0.2, 0.2, -0.1], [-0.1, 0.0, 0.4], [-0.4, 0.0, -0.4], [0.4, -0.1, 0.1], [-0.4, 0.2, 0.1], [0.2, 0.1, 0.2], [0.0, 0.2, -0.2], [0.1, -0.1, 0.1], [0.0, 0.0, 0.0], [-0.1, 0.0, -0.1], [-0.1, 0.0, 0.0], [-0.1, 0.1, 0.0], [0.0, 0.0, 0.0], [-0.1, -0.1, -0.3], [0.1, 0.0, 0.2], [0.2, -1.0, 1.4], [0.2, -0.1, -0.4], [-0.6, 0.7, 0.5], [0.9, -1.2, -0.8], [-0.5, 0.7, -0.8], [0.1, 0.0, 0.2], [0.2, 0.0, 0.0], [0.0, 0.1, -0.1], [0.1, 0.0, 0.1], [0.0, 0.1, 0.1], [-0.1, 0.0, 0.2], [0.0, 0.0, -0.1], [0.1, 0.0, 0.0], [0.0, 0.0, 0.1], [0.1, 0.1, 0.0], [0.0, -0.1, 0.1], [0.2, 0.0, -0.1], [-0.1, 0.0, 0.0], [0.1, 0.0, 0.1], [0.0, 0.0, 0.0], [0.1, 0.0, 0.1], [0.1, -0.1, 0.0], [0.0, -0.1, -0.1], [-0.1, 0.0, 0.0], [-0.1, 0.0, 0.0], [0.0, 0.1, 0.1], [-0.2, 0.1, 0.3], [-0.1, 0.0, -0.1], [0.0, 0.0, -0.1]]}

***

{"formula": "C42H29AsF3N8Tc", "method": "the ωB97M-V functional and the def2-TZVPD basis", "multiplicity": 2, "homo_ev": [-9.7, -9.5], "charge": 1, "orbital_gap_ev": [3.851, 3.786], "symbols": ["Tc", "C", "C", "C", "C", "C", "N", "C", "N", "C", "C", "C", "C", "C", "C", "C", "C", "N", "C", "N", "C", "N", "C", "N", "C", "N", "C", "C", "C", "C", "C", "C", "C", "C", "C", "C", "C", "C", "N", "C", "C", "H", "H", "H", "H", "H", "H", "H", "H", "H", "H", "H", "H", "H", "H", "H", "H", "C", "As", "C", "C", "C", "C", "C", "C", "C", "C", "H", "H", "H", "H", "H", "H", "H", "H", "H", "H", "H", "H", "H", "F", "C", "F", "F"], "positions_angstrom": [[-0.21318, -1.03304, -0.58863], [-0.98623, -1.85345, 5.89013], [0.40201, -1.98871, 5.88864], [1.13650, -1.90466, 4.71270], [0.43765, -1.67946, 3.54070], [0.87491, -1.51278, 2.16353], [-0.23043, -1.29048, 1.38125], [-1.35599, -1.29684, 2.16516], [-2.59309, -1.05190, 1.77285], [-2.97432, -0.79071, 0.53836], [-4.33759, -0.45394, 0.15219], [-5.49714, -0.33172, 0.89455], [-6.65543, 0.02842, 0.21632], [-6.64071, 0.25814, -1.15708], [-5.47415, 0.13153, -1.90464], [-4.32269, -0.23185, -1.23289], [-2.95056, -0.45996, -1.67756], [-2.54240, -0.41653, -2.92860], [-1.30846, -0.62212, -3.35004], [-0.19424, -0.77727, -2.56355], [0.90376, -0.97007, -3.35727], [2.15676, -1.09137, -2.95498], [2.56089, -1.18818, -1.70610], [1.76206, -1.27523, -0.59574], [2.54983, -1.41341, 0.51943], [2.13408, -1.53445, 1.76323], [3.94989, -1.39722, 0.10659], [5.12856, -1.49524, 0.81947], [6.31960, -1.43088, 0.10386], [6.32596, -1.27548, -1.27991], [5.13989, -1.18317, -1.99834], [3.95596, -1.24691, -1.28791], [0.47917, -0.96030, -4.74651], [1.18209, -1.15498, -5.92169], [0.46636, -1.10893, -7.11056], [-0.90636, -0.86620, -7.11286], [-1.61330, -0.67264, -5.93175], [-0.90633, -0.73029, -4.74514], [-2.18419, -0.76820, -0.58002], [-0.96108, -1.55084, 3.54002], [-1.68975, -1.63341, 4.71401], [-1.52408, -1.92470, 6.82588], [0.91453, -2.16329, 6.82538], [2.21285, -2.01164, 4.70101], [-5.48414, -0.50923, 1.96158], [-7.58595, 0.12605, 0.75910], [-7.55928, 0.54058, -1.65420], [-5.46296, 0.30961, -2.97140], [5.11620, -1.61700, 1.89421], [7.26167, -1.50516, 0.63063], [7.27087, -1.22825, -1.80421], [5.13527, -1.07005, -3.07428], [2.24792, -1.33862, -5.90138], [0.97756, -1.27175, -8.04966], [-1.43456, -0.83507, -8.05648], [-2.67839, -0.48449, -5.93915], [-2.76685, -1.53352, 4.70497], [-0.87940, 2.93101, -1.24075], [0.11581, 1.64605, -0.15507], [1.88237, 2.49550, -0.14597], [-0.66842, 2.11773, 1.62027], [0.22185, 2.94432, 2.49162], [0.08888, 4.32905, 2.54060], [0.93167, 5.09342, 3.33525], [1.92000, 4.48153, 4.09121], [2.06153, 3.10118, 4.04860], [1.21896, 2.33989, 3.25462], [-0.82915, 3.91527, -0.77735], [-1.92071, 2.61402, -1.30542], [-0.46680, 2.98447, -2.24714], [1.98281, 3.17352, 0.69846], [2.01505, 3.04468, -1.07663], [2.65958, 1.73367, -0.08004], [-0.91378, 1.18431, 2.12091], [-1.60070, 2.64159, 1.40793], [-0.68882, 4.81494, 1.96163], [0.80837, 6.16823, 3.36421], [2.57271, 5.07472, 4.71780], [2.82924, 2.61546, 4.63730], [1.32987, 1.25929, 3.22846], [0.52356, -3.87604, -0.66253], [-0.58190, -3.09590, -0.83300], [-1.08072, -3.41938, -2.06097], [-1.50081, -3.57132, 0.06282]], "forces_ev_per_a": [[0.3, 0.5, 0.1], [0.0, 0.0, 0.1], [0.0, 0.0, 0.1], [0.0, 0.1, -0.2], [-0.3, -0.1, 0.4], [-0.1, 0.0, -0.7], [0.3, 0.2, 0.9], [0.4, 0.0, -0.4], [-0.6, 0.2, -0.2], [0.7, -0.2, 0.4], [-0.5, 0.3, -0.2], [0.4, -0.1, 0.0], [-0.1, 0.0, -0.2], [-0.2, 0.0, 0.0], [0.2, 0.0, -0.1], [-0.3, 0.2, 0.3], [0.4, -0.3, 0.4], [-0.1, 0.1, -0.6], [0.2, -0.1, 0.8], [0.2, 0.5, -0.9], [0.1, 0.1, 0.9], [-0.2, 0.0, -0.7], [-0.1, -0.1, 0.2], [0.6, -0.5, 0.7], [-0.8, 0.1, -0.2], [0.0, 0.0, 0.2], [0.3, 0.1, -0.3], [-0.2, 0.0, 0.1], [0.0, 0.0, 0.0], [0.0, 0.0, -0.1], [0.0, 0.0, -0.1], [0.0, 0.2, 0.2], [-0.3, -0.2, -0.9], [0.1, 0.1, 0.6], [-0.4, 0.1, -0.2], [0.3, -0.1, -0.3], [-0.1, 0.1, 0.5], [0.4, -0.2, -0.8], [-0.7, -0.4, 0.1], [0.3, -0.2, 0.2], [0.0, 0.0, -0.1], [0.0, 0.0, 0.0], [0.0, 0.0, 0.0], [0.0, 0.0, 0.0], [0.0, 0.0, 0.0], [0.0, 0.0, 0.0], [0.0, 0.0, 0.0], [0.0, 0.0, 0.0], [0.0, 0.0, 0.0], [0.0, 0.0, 0.0], [0.0, 0.0, 0.0], [0.0, 0.0, 0.0], [0.0, 0.0, 0.0], [0.0, 0.0, 0.0], [0.0, 0.0, 0.0], [0.0, 0.0, 0.0], [0.0, 0.0, 0.0], [0.0, -0.2, 0.0], [-0.1, 0.3, 0.2], [0.0, -0.3, 0.0], [0.2, 0.0, -0.1], [0.0, 0.1, 0.0], [0.0, 0.0, 0.0], [0.0, 0.0, 0.0], [0.0, 0.0, 0.0], [0.0, 0.0, 0.0], [0.0, -0.1, 0.0], [0.0, 0.0, 0.0], [0.0, 0.0, 0.0], [0.0, 0.0, 0.0], [0.0, 0.0, 0.0], [-0.1, 0.0, 0.0], [0.0, 0.0, 0.0], [0.0, -0.1, 0.0], [0.0, 0.0, 0.0], [0.0, 0.0, 0.0], [0.0, 0.0, 0.0], [0.0, 0.0, 0.0], [0.0, 0.0, 0.0], [0.0, 0.0, 0.0], [-0.2, 0.0, -0.1], [0.1, 0.0, 0.2], [0.0, -0.1, -0.1], [0.0, -0.1, -0.1]]}

***

{"formula": "C26H25F2N3SV", "method": "the ωB97M-V functional and the def2-TZVPD basis", "e_above_lowest_kcal_mol": 0.6, "homo_ev": [-11.4, -11.4], "charge": 1, "orbital_gap_ev": [7.536, 7.535], "symbols": ["V", "C", "N", "C", "C", "C", "C", "C", "C", "C", "C", "H", "H", "H", "H", "H", "H", "H", "H", "H", "H", "H", "H", "F", "C", "C", "C", "C", "C", "F", "C", "C", "C", "C", "C", "C", "N", "H", "H", "H", "H", "H", "H", "C", "C", "C", "C", "N", "C", "C", "H", "H", "H", "H", "H", "H", "H", "S"], "positions_angstrom": [[0.18301, -0.95590, 0.21321], [-0.32268, -0.42001, 3.44381], [0.65075, -0.92700, 2.45231], [1.01617, -2.29753, 2.91887], [1.89777, -0.11617, 2.52202], [2.79315, -0.42539, 1.36128], [4.17050, -0.33095, 1.54150], [5.03410, -0.53042, 0.48127], [4.51144, -0.83342, -0.76599], [3.14053, -0.94306, -0.94615], [2.25081, -0.74773, 0.10792], [0.13647, -0.41104, 4.43653], [-1.18623, -1.08192, 3.48022], [-0.66877, 0.58241, 3.21230], [1.34618, -2.23859, 3.96007], [1.82262, -2.68772, 2.30373], [0.15375, -2.95444, 2.84434], [2.40026, -0.31403, 3.47591], [1.61910, 0.93770, 2.52692], [4.56341, -0.09558, 2.52424], [6.10333, -0.45656, 0.62642], [5.17342, -0.99669, -1.60600], [2.77541, -1.20158, -1.93007], [0.49717, -2.24898, -5.03258], [0.51895, -1.26904, -4.12326], [0.39395, -1.60142, -2.78651], [0.41466, -0.60352, -1.81945], [0.55015, 0.74210, -2.21703], [0.67666, 1.00655, -3.58508], [0.79891, 2.26937, -4.03468], [0.66756, 0.03019, -4.55809], [0.49521, 1.77941, -1.17628], [0.66488, 3.14797, -1.40715], [0.53197, 4.04760, -0.37032], [0.20965, 3.57436, 0.89098], [0.07442, 2.21340, 1.04708], [0.23075, 1.31686, 0.06698], [0.29823, -2.64892, -2.54119], [0.76692, 0.28386, -5.60259], [0.89995, 3.49885, -2.39492], [0.66550, 5.10524, -0.55265], [0.06912, 4.23186, 1.73603], [-0.18720, 1.81879, 2.01539], [-6.20123, -0.06804, -0.23155], [-4.71553, -0.24197, -0.20511], [-3.90461, 0.25092, -1.21950], [-2.53514, 0.07531, -1.16168], [-1.93667, -0.56931, -0.15631], [-2.71531, -1.05972, 0.82167], [-4.08279, -0.91130, 0.84137], [-6.53351, 0.34309, -1.18200], [-6.52065, 0.60696, 0.56378], [-6.70349, -1.02217, -0.07174], [-4.33138, 0.77044, -2.06627], [-1.88644, 0.44709, -1.94149], [-2.20227, -1.60857, 1.60188], [-4.65330, -1.33311, 1.65786], [0.12042, -2.92854, 0.00970]], "forces_ev_per_a": [[0.0, -0.4, -0.4], [-0.1, -0.1, 0.0], [0.2, 0.1, 0.2], [0.0, 0.1, -0.1], [-0.1, 0.0, 0.1], [0.1, 0.1, 0.0], [0.0, 0.0, 0.0], [0.0, 0.0, 0.0], [0.0, 0.0, 0.0], [0.0, -0.1, 0.0], [0.0, 0.1, 0.2], [0.0, 0.0, 0.0], [0.0, 0.0, 0.0], [0.0, 0.0, 0.0], [0.0, 0.0, 0.0], [0.0, 0.0, 0.0], [0.0, 0.0, 0.0], [0.0, 0.0, 0.0], [0.0, 0.0, 0.0], [0.0, 0.0, 0.0], [0.0, 0.0, 0.0], [0.0, 0.0, 0.0], [0.0, 0.0, 0.0], [0.0, 0.0, 0.0], [0.0, 0.0, -0.1], [0.0, 0.0, -0.1], [-0.1, 0.0, 0.2], [0.1, 0.0, -0.1], [0.0, 0.0, 0.0], [0.0, 0.0, 0.0], [0.0, 0.0, 0.1], [0.1, 0.0, 0.0], [0.0, -0.1, 0.0], [0.0, 0.0, 0.0], [0.0, 0.0, 0.0], [-0.1, -0.1, 0.1], [0.0, 0.2, -0.2], [0.0, 0.0, 0.0], [0.0, 0.0, 0.0], [0.0, 0.0, 0.0], [0.0, 0.0, 0.0], [0.0, 0.0, 0.0], [0.0, 0.0, 0.0], [0.0, 0.0, 0.0], [0.0, 0.0, 0.0], [0.1, 0.0, 0.0], [0.0, 0.0, 0.1], [0.0, 0.1, 0.2], [0.0, 0.0, 0.0], [0.0, 0.0, 0.0], [0.0, 0.0, 0.0], [0.0, 0.0, 0.0], [0.0, 0.0, 0.0], [0.0, 0.0, 0.0], [0.0, 0.0, 0.0], [-0.1, -0.1, 0.0], [0.0, 0.0, 0.0], [-0.1, 0.0, 0.0]]}

***

- Look up the charge of the fourth one.
  +1